Entry 1:
# C6H10O

C6H10O in the gas phase in a non-equilibrium geometry (wB97M-V/def2-TZVPD, the Open Molecules 2025 dataset).

Its net charge is 0. As for the HOMO energy: -9.5 eV. Its structure (SMILES) is C[C@H]1C[C@H]2OC[C@@H]12. The calculation puts the HOMO-LUMO gap at 10.48 eV. Its molecular weight is 98.1 g mol⁻¹. For the total energy, the calculation gives -309.66008 a.u. The value obtained for the energy above the lowest of the compared OMol25 structures with the same formula, charge and spin is 114.39 kcal/mol.

The geometry in XYZ format:
```
17
Properties=species:S:1:pos:R:3:forces:R:3
C -1.050 0.581 -1.318 0.6 0.3 -1.9
C -0.260 -0.516 -0.698 0.2 0.1 -0.2
C 1.081 0.229 -0.759 0.2 0.0 -1.2
C 1.290 -0.151 0.789 0.5 -0.5 -0.4
O 0.616 0.831 1.643 0.3 0.0 -0.5
C -0.529 -0.037 1.835 -0.1 -0.1 0.0
C -0.015 -0.970 0.763 -0.2 -0.2 0.0
H -1.994 0.428 -1.822 -0.4 -0.4 0.2
H -0.166 0.638 -2.303 -3.3 1.2 2.0
H -1.124 1.415 -0.579 0.3 -0.1 -1.2
H -0.268 -1.382 -1.368 0.2 0.0 0.2
H 1.200 0.118 -1.978 2.3 -0.7 2.6
H 1.048 1.321 -0.820 -0.6 -0.1 0.6
H 2.250 -0.429 1.224 -0.1 -0.1 -0.1
H -1.487 0.462 1.633 0.2 0.0 0.0
H -0.573 -0.487 2.838 0.2 0.3 -0.1
H -0.019 -2.049 0.917 -0.2 0.1 0.0
```
Forces are in eV/Å.

---

Entry 2:
# C6H10O

A molecular structure, C6H10O (wB97M-V/def2-TZVPD, the Open Molecules 2025 dataset).

Its net charge is 0. As for the HOMO energy: -8.6 eV. The calculation puts the HOMO-LUMO gap at 9.64 eV. Its molecular weight is 98.1 g mol⁻¹. For the total energy, the calculation gives -309.71916 a.u. The value obtained for the energy above the lowest of the compared OMol25 structures with the same formula, charge and spin is 77.32 kcal/mol.

The geometry in XYZ format:
```
17
Properties=species:S:1:pos:R:3:forces:R:3
C 0.830 -0.258 2.012 -0.2 0.2 0.3
C -0.346 -0.175 1.236 0.1 0.1 0.2
C -0.702 1.087 0.501 0.1 0.0 0.0
C -0.880 1.018 -1.002 0.0 -0.1 -0.1
C -0.342 0.141 -1.845 -0.1 0.1 0.1
C 0.513 -1.040 -1.476 0.0 0.0 -0.2
O 0.468 -1.314 -0.103 0.2 0.0 0.1
H 0.867 -0.980 2.823 0.0 0.1 -0.1
H 1.405 0.655 2.158 -0.1 -0.1 -0.1
H 1.198 -0.905 0.815 -0.2 -0.1 -0.3
H -1.157 -0.880 1.392 0.1 0.1 0.0
H 0.055 1.853 0.717 -0.1 -0.1 0.0
H -1.636 1.458 0.946 0.1 -0.1 -0.1
H -1.471 1.832 -1.418 0.1 -0.1 0.0
H -0.522 0.271 -2.912 0.0 0.0 0.2
H 0.173 -1.917 -2.051 0.1 0.1 0.1
H 1.549 -0.846 -1.794 -0.1 0.0 0.0
```
Forces are in eV/Å.

---

Entry 3:
# C6H10O

2 unconnected molecules or ions with the total composition C6H10O in a non-equilibrium geometry (wB97M-V/def2-TZVPD, the Open Molecules 2025 dataset).

Its net charge is 0. As for the HOMO energy: -8.4 eV. Its structure (SMILES) is C=CC(=C)C=C.O. The calculation puts the HOMO-LUMO gap at 8.55 eV. Its molecular weight is 98.1 g mol⁻¹. For the total energy, the calculation gives -309.68825 a.u. The value obtained for the energy above the lowest of the compared OMol25 structures with the same formula, charge and spin is 96.72 kcal/mol.

The geometry in XYZ format:
```
17
Properties=species:S:1:pos:R:3:forces:R:3
C 3.157 0.094 0.119 3.8 1.1 0.4
C 1.866 0.259 0.114 -0.2 1.5 -1.7
C 0.837 -0.688 -0.147 -3.3 -2.0 3.5
C 0.606 -1.682 0.833 0.5 0.4 0.1
C -0.040 -0.369 -1.412 0.5 -3.4 2.3
C -1.079 -1.221 -1.653 1.2 1.9 1.7
H 3.831 0.864 -0.384 -1.0 -0.4 1.4
H 3.756 -0.606 0.681 -0.3 -1.2 -0.7
H 1.651 1.256 -0.179 -0.7 0.9 -0.8
H -0.071 -2.562 0.696 0.5 1.1 -0.2
H 1.108 -1.735 1.956 -0.9 0.6 -3.4
H 0.417 0.316 -2.077 0.4 0.1 -1.0
H -1.377 -1.509 -2.621 -1.0 0.3 -1.0
H -1.624 -1.535 -0.754 0.5 -0.8 -0.6
O -4.158 3.385 1.689 0.3 -1.4 -0.8
H -3.827 2.594 1.173 -0.6 1.4 0.9
H -5.054 3.140 1.966 0.4 0.1 -0.1
```
Forces are in eV/Å.

---

Entry 4:
# C6H10O

C6H10O in the gas phase (wB97M-V/def2-TZVPD, the Open Molecules 2025 dataset).

Its net charge is 0. As for the HOMO energy: -9.4 eV. Its structure (SMILES) is C[C@]12CC[C@H]1CO2. The calculation puts the HOMO-LUMO gap at 10.44 eV. Its molecular weight is 98.1 g mol⁻¹. For the total energy, the calculation gives -309.78861 a.u. The value obtained for the energy above the lowest of the compared OMol25 structures with the same formula, charge and spin is 33.74 kcal/mol.

The geometry in XYZ format:
```
17
Properties=species:S:1:pos:R:3:forces:R:3
C 1.833 0.443 -0.630 0.0 0.0 0.1
C 0.561 0.063 0.093 0.2 0.0 0.2
C 0.182 -1.365 0.513 0.0 0.0 0.1
C -1.223 -1.145 -0.114 -0.2 0.0 0.0
C -0.847 0.312 -0.496 -0.2 0.2 -0.1
C -0.962 1.362 0.600 -0.3 0.2 -0.3
O 0.210 0.888 1.266 0.6 0.0 -0.2
H 2.735 0.085 -0.126 -0.1 0.0 0.1
H 1.828 0.020 -1.641 -0.1 0.0 0.2
H 1.904 1.531 -0.732 -0.1 -0.1 0.1
H 0.771 -2.226 0.184 -0.1 0.2 -0.2
H 0.156 -1.347 1.601 0.0 -0.3 0.0
H -2.064 -1.279 0.574 0.1 0.1 -0.2
H -1.402 -1.750 -1.008 0.1 0.1 0.2
H -1.053 0.651 -1.514 0.1 -0.2 0.1
H -1.883 1.383 1.190 0.2 -0.1 0.3
H -0.746 2.372 0.241 -0.3 0.1 -0.2
```
Forces are in eV/Å.

---

Entry 5:
# C6H10O

2 unconnected molecules or ions with the total composition C6H10O (wB97M-V/def2-TZVPD, the Open Molecules 2025 dataset).

Its net charge is 0. As for the HOMO energy: -8.1 eV. The calculation puts the HOMO-LUMO gap at 9.00 eV. Its molecular weight is 98.1 g mol⁻¹. For the total energy, the calculation gives -309.69578 a.u. The value obtained for the energy above the lowest of the compared OMol25 structures with the same formula, charge and spin is 91.99 kcal/mol.

The geometry in XYZ format:
```
17
Properties=species:S:1:pos:R:3:forces:R:3
C -0.945 -0.320 0.397 0.0 -0.1 0.0
C -0.212 -1.316 -0.475 0.3 0.3 0.2
O 1.084 -1.202 -0.434 -0.2 -0.1 -0.1
C 1.799 -0.241 0.408 0.0 0.1 0.1
C 1.558 1.190 0.017 -0.1 0.1 0.0
C 0.388 1.724 -0.329 0.1 0.0 0.1
C -0.946 1.027 -0.348 0.0 0.0 0.0
H -0.513 -0.187 1.399 0.0 0.0 -0.1
H -1.972 -0.675 0.528 0.1 0.1 -0.1
H -2.558 -3.296 -0.427 0.2 0.1 0.0
H -1.922 -2.916 -0.578 -0.3 -0.2 0.0
H 1.532 -0.439 1.451 0.1 0.0 -0.1
H 2.848 -0.505 0.266 -0.2 0.0 0.0
H 2.441 1.827 0.023 -0.1 -0.1 -0.1
H 0.380 2.775 -0.615 0.0 -0.2 0.0
H -1.274 0.861 -1.385 0.1 0.1 0.1
H -1.690 1.694 0.103 0.1 -0.1 -0.1
```
Forces are in eV/Å.

---

Entry 6:
# C6H10O

C6H10O in the gas phase (wB97M-V/def2-TZVPD, the Open Molecules 2025 dataset).

Its net charge is 0. As for the HOMO energy: -10.0 eV. Its structure (SMILES) is C#C[C@](C)(O)CC. The calculation puts the HOMO-LUMO gap at 10.96 eV. Its molecular weight is 98.1 g mol⁻¹. For the total energy, the calculation gives -309.78119 a.u. The value obtained for the energy above the lowest of the compared OMol25 structures with the same formula, charge and spin is 38.39 kcal/mol.

The geometry in XYZ format:
```
17
Properties=species:S:1:pos:R:3:forces:R:3
C 2.120 -0.793 -1.370 -0.5 0.0 0.2
C 1.207 -0.627 -0.601 0.3 -0.2 -0.4
C 0.215 -0.206 0.411 0.2 0.2 -0.1
C 1.038 0.497 1.490 0.0 0.2 0.2
O -0.391 -1.315 1.070 -0.1 0.0 0.1
C -0.865 0.683 -0.239 0.0 0.1 0.1
C -1.728 -0.058 -1.260 0.0 -0.1 0.0
H 2.911 -0.965 -2.066 -0.2 0.0 0.1
H 1.865 -0.169 1.760 -0.1 0.2 0.0
H 1.442 1.453 1.144 -0.1 -0.1 0.2
H 0.394 0.612 2.383 0.3 0.4 -0.3
H -0.491 -0.988 1.980 -0.2 -0.6 -0.4
H -1.501 1.075 0.567 0.1 -0.1 -0.1
H -0.370 1.542 -0.710 -0.1 -0.1 0.1
H -2.525 0.589 -1.642 0.2 -0.1 0.1
H -2.192 -0.938 -0.804 0.1 0.1 -0.1
H -1.129 -0.394 -2.114 -0.1 0.1 0.1
```
Forces are in eV/Å.